ORCA calculation (ωB97M-V/def2-TZVPD) on a molecular structure, C8H8F3O3SSr.

The geometry in XYZ format:
```
24
C8H8F3O3SSr, DFT ωB97M-V/def2-TZVPD
Sr 0.6410 -0.4331 0.5053
S 0.5233 0.1877 3.4021
F 1.3660 -2.0355 2.4382
F 0.3896 -2.2752 4.3778
F 2.3939 -1.4751 4.2830
O 1.5547 0.6882 2.4631
O 0.3027 0.8684 4.6184
O -0.6369 -0.1866 2.5636
C 0.4782 1.0314 -2.1113
C 0.5073 -1.3757 -2.2850
C -0.8463 -1.3961 -1.9433
C -1.5195 -0.2114 -1.6589
C 1.2085 -1.4867 3.7317
C -0.8709 1.0263 -1.7447
C 1.1672 -0.1552 -2.3702
C -1.5998 2.3126 -1.4651
H 1.0352 -2.2984 -2.4893
H 2.2164 -0.1260 -2.6375
H -1.2197 3.1173 -2.0920
H 0.9975 1.9777 -2.2112
H -1.4749 2.6233 -0.4250
H -2.6670 2.2043 -1.6469
H -1.3756 -2.3400 -1.9034
H -2.5710 -0.2423 -1.3996
```

Results
molar mass: 328.83 g/mol
net charge: +1
HOMO-LUMO gap: 10.5 eV
E_HOMO: -14.463 eV

***

ORCA calculation (ωB97M-V/def2-TZVPD) on a single C5H9NO molecule in a non-equilibrium geometry.

The geometry in XYZ format:
```
16
C5H9NO, DFT ωB97M-V/def2-TZVPD
O 0.0469 -0.7822 -1.0467
N -1.0001 0.7536 3.2977
C -0.4374 -0.6776 -2.3580
C 0.2351 -0.0318 1.1236
C -0.7437 -0.2105 -0.0385
C -0.4675 0.3430 2.3562
C 1.3441 0.9955 0.8685
H 0.6947 -1.0224 1.2116
H 0.4175 -0.8618 -3.0133
H -1.5669 -0.8762 0.2698
H 1.9038 0.7215 -0.0276
H -1.2190 -1.4196 -2.5718
H 0.9287 2.0010 0.7452
H 2.0279 1.0157 1.7226
H -0.8319 0.3287 -2.5577
H -1.1880 0.7469 -0.3566
```

Results
SMILES: COC[C@@H](C)C#N
molar mass: 99.13 g/mol
HOMO-LUMO gap: 11.2 eV
E_HOMO: -10.404 eV

***

ORCA calculation (ωB97M-V/def2-TZVPD) on 2 unconnected molecules or ions with the total composition C6H15NO2 in a non-equilibrium geometry.

The geometry in XYZ format:
```
24
C6H15NO2, DFT ωB97M-V/def2-TZVPD
O -0.5819 -1.6472 0.7631
O 2.0623 -0.8293 0.9428
N 1.3702 -0.5402 -1.2387
C -1.3974 -0.7628 0.9583
C -2.2360 -0.1493 -0.1263
C 3.2571 0.7110 -0.3842
C 1.9085 0.0783 -0.0769
C -3.6018 -0.8418 -0.1779
C 0.8923 1.3823 0.4886
H -4.1278 -0.7392 0.7695
H 1.4673 1.8329 1.2955
H -0.1159 1.3232 0.8919
H -1.7157 -0.5041 1.9891
H -2.3734 0.9132 0.0907
H 0.5326 -1.0701 -1.0360
H 1.2363 -1.3618 1.0038
H 3.9137 -0.0514 -0.8012
H -1.7274 -0.2466 -1.0872
H 0.8712 2.0751 -0.3526
H -4.2217 -0.3932 -0.9517
H 3.6939 1.0925 0.5344
H 1.2251 0.1136 -1.9957
H -3.4874 -1.9060 -0.3972
H 3.1560 1.5207 -1.1019
```

Results
SMILES: CC(C)(N)O.CCC=O
molar mass: 133.19 g/mol
HOMO-LUMO gap: 9.1 eV
E_HOMO: -8.616 eV

***

ORCA calculation (ωB97M-V/def2-TZVPD) on a molecular structure, C59H61As2BMnN6O4PSe in a non-equilibrium geometry.

The geometry in XYZ format:
```
136
C59H61As2BMnN6O4PSe, DFT ωB97M-V/def2-TZVPD
Se 2.2897 0.7949 -0.8972
As -0.9651 -4.0831 -2.9776
As 0.0802 0.2505 3.1715
Mn 0.6348 1.9379 1.3977
P -0.4382 -0.8445 -1.3421
O 2.8157 2.2968 -0.7432
O 1.2874 0.5746 -2.1596
O 3.4825 -0.2576 -0.9137
O 1.2809 0.5391 0.4694
N 2.6194 2.5943 2.3479
N -0.1778 3.3903 2.4806
N 1.2139 4.5299 0.1823
N 0.5078 4.5511 2.5563
N 2.8539 3.8797 1.9781
N 0.3703 3.5059 -0.1208
C -2.6020 -5.1170 -3.3150
C 1.8928 -3.4970 0.7041
C -4.6459 0.9604 3.4983
C -4.1558 1.5747 4.6420
C 4.7413 -1.5966 2.5236
C 2.8093 -3.3577 -1.5052
C 0.1030 3.5991 -1.4276
C -3.4088 -3.3517 0.3174
C 0.8370 -2.0860 -0.9473
C 0.3319 0.9638 4.9832
C 0.9088 -2.5902 0.3478
C -4.8094 -6.8258 -3.5199
C -3.5217 -7.3442 -3.5621
C 4.8232 2.9804 2.3455
C 4.8011 5.4238 1.5634
C -2.3553 2.5417 3.3597
C 3.8188 2.0409 2.5770
C -0.6335 2.5849 -3.5453
C 1.8116 -2.4688 -1.8666
C 2.3667 6.4502 -0.9669
C -3.1509 -0.8818 -0.8807
C -1.5063 -0.8620 3.5206
C 0.0855 -4.9250 -7.0096
C -2.4335 -6.4963 -3.4512
C 1.3959 -5.3703 -6.9002
C 1.2744 -5.1050 -4.5161
C -3.9701 1.1018 2.2950
C -1.6408 2.1421 -4.3832
C 4.4255 -0.3129 2.1049
C -0.0307 -4.6331 -4.6146
C -1.2368 4.7677 3.8779
C -2.9367 2.0016 -3.9031
C -0.1062 5.3992 3.3922
C 4.1758 0.3720 4.3987
C -2.0044 -1.6571 -0.6947
C 4.1719 4.1323 1.9578
C -2.1940 2.6838 -1.7205
C 0.3849 6.7743 3.6846
C 4.5069 -0.9099 4.8132
C 4.1007 0.6675 3.0396
C -0.9052 2.8730 -2.2076
C -3.0332 2.3823 4.5687
C 0.7943 4.6868 -1.9674
C -4.9927 -5.4610 -3.3689
C -4.5359 -2.5693 0.1237
C 2.8435 -3.8895 -0.2263
C 4.7704 -1.9004 3.8771
C -4.4042 -1.3335 -0.4954
C 1.4906 5.2469 -0.9186
C -1.2603 3.5113 3.2701
C -3.2068 2.2586 -2.5686
C 1.9898 -5.4614 -5.6510
C -2.1554 -2.9055 -0.0872
C -0.7749 -1.0766 -3.1603
C -3.8968 -4.6155 -3.2562
C -2.8161 1.8645 2.2283
C 1.3664 -1.2007 3.3525
C -1.5787 -2.3078 -3.6120
C -0.6187 -4.5588 -5.8741
B 1.7034 4.8176 1.6113
H -5.5472 0.3651 3.5500
H 3.9924 1.1478 5.1332
H 4.9595 -2.3502 1.7788
H -1.9728 5.1737 4.5482
H -1.6457 -4.2214 -5.9647
H -3.3687 -8.4108 -3.6661
H -5.9941 -5.0512 -3.3262
H -1.4247 -6.8979 -3.4738
H -3.7344 1.6954 -4.5670
H -0.3912 1.7378 5.2286
H -2.6770 2.8900 5.4564
H 2.1250 7.1502 -0.1683
H -4.0643 -3.5541 -3.1171
H 2.0283 -1.2075 2.4930
H -0.2453 7.2380 4.4397
H 4.4198 -0.0667 1.0509
H 1.4137 6.7513 4.0423
H -1.2257 -1.6532 4.2145
H -1.8543 -1.3081 2.5871
H -1.3042 -3.5535 0.0689
H -3.5030 -4.3254 0.7831
H 1.7283 -5.1915 -3.5367
H -2.3112 -0.2783 3.9557
H -0.3883 -4.8672 -7.9816
H -3.0429 0.0869 -1.3539
H -4.6557 1.4347 5.5911
H -1.4255 1.9364 -5.4235
H 1.9600 -1.0481 4.2483
H 2.0343 5.9516 1.7109
H 1.3356 1.3881 5.0257
H 3.0104 -5.8119 -5.5629
H 4.5541 -1.1377 5.8708
H 0.2003 -1.0326 -3.6439
H 5.0114 -2.9042 4.2024
H -5.6633 -7.4853 -3.6049
H 1.8236 -2.0353 -2.8571
H -2.2755 1.9675 1.2914
H -2.4201 2.9249 -0.6887
H 0.3568 7.3864 2.7830
H 3.5770 -3.6166 -2.2234
H 3.4132 6.1653 -0.8654
H -1.3096 -0.1757 -3.4645
H -5.2838 -0.7262 -0.6774
H 2.2381 6.9419 -1.9282
H 0.3734 2.7118 -3.9170
H 1.9540 -5.6389 -7.7878
H -1.5758 -2.3306 -4.7053
H -2.6085 -2.1774 -3.2809
H 4.1454 6.2727 1.7415
H 0.7642 5.0214 -2.9882
H 0.1966 -2.2433 1.0860
H -5.5093 -2.9213 0.4409
H 3.6154 -4.5993 0.0445
H -4.3514 0.6189 1.4080
H 1.9407 -3.8867 1.7146
H -4.2196 2.1716 -2.1940
H 5.7227 5.5629 2.1253
H 5.8832 2.8264 2.4415
H 0.2527 0.1518 5.7054
H 0.8502 -2.1567 3.4200
H 5.0542 5.3996 0.5025
```

Results
molar mass: 1243.70 g/mol
multiplicity: 5
HOMO-LUMO gap (spin up / spin down): 4.8 / 5.9 eV
expectation value of S²: 6.065
E_HOMO (spin up / spin down): -6.553 / -6.544 eV

***

ORCA calculation (ωB97M-V/def2-TZVPD) on a single C4H4ClNO2S2 molecule in a non-equilibrium geometry.

The geometry in XYZ format:
```
14
C4H4ClNO2S2, DFT ωB97M-V/def2-TZVPD
Cl -0.3734 -0.2901 2.9004
S -0.3954 2.5522 -0.0300
S 1.0033 0.4073 1.6854
O 1.9170 -0.7008 1.5104
O 1.6442 1.5465 2.2633
N -1.0943 1.9922 -1.4116
C -0.3785 -0.1264 -0.6458
C 0.0667 0.7285 0.3244
C -0.0403 -1.6240 -0.6052
C -0.9695 0.7020 -1.6564
H 0.5757 -1.8012 0.1621
H -0.8930 -2.1204 -0.4045
H 0.3291 -1.8328 -1.5106
H -1.3917 0.5670 -2.5820
```

Results
SMILES: Cc1cnsc1S(=O)(=O)Cl
molar mass: 197.67 g/mol
HOMO-LUMO gap: 9.5 eV
E_HOMO: -10.275 eV

***

ORCA calculation (ωB97M-V/def2-TZVPD) on 4 unconnected molecules or ions with the total composition C5H18NO4 in a non-equilibrium geometry.

The geometry in XYZ format:
```
28
C5H18NO4, DFT ωB97M-V/def2-TZVPD
O -2.0383 2.8284 0.6300
O 1.1530 -3.1408 0.5793
O -2.3579 0.1284 1.5317
O 2.7381 -1.4028 -1.6468
N 0.3073 -0.0656 -0.4496
C -2.1556 -0.2189 0.2462
C 1.7150 0.6797 1.4960
C -0.6746 -0.9833 0.0785
C 0.7030 1.0849 0.4127
C -0.2543 0.4492 -1.7097
H -0.1097 1.5568 0.8878
H 1.5735 -0.3421 1.8268
H 1.2302 1.8672 -0.1435
H -1.0515 -1.7163 -0.6573
H -2.1870 0.6095 -0.4295
H 1.5202 1.3322 2.3850
H -0.4776 -1.2578 1.1085
H 2.2194 -1.0858 -0.8614
H 1.2126 -2.2420 0.2272
H -0.6401 1.4588 -1.7890
H -1.1359 -0.0455 -2.2114
H 2.2342 -1.1308 -2.4093
H -2.6157 2.4320 1.2898
H 0.5120 0.5069 -2.4577
H 0.2235 -3.3956 0.4854
H -1.4877 1.9989 0.4324
H -2.8950 -0.9155 -0.1171
H 2.7388 1.0099 1.2652
```

Results
molar mass: 156.20 g/mol
net charge: -1
HOMO-LUMO gap: 6.3 eV
E_HOMO: -2.861 eV

***

ORCA calculation (ωB97M-V/def2-TZVPD) on a molecular structure, C33H28AsB2F4N3O6S6Tc in a non-equilibrium geometry.

The geometry in XYZ format:
```
84
C33H28AsB2F4N3O6S6Tc, DFT ωB97M-V/def2-TZVPD
Tc -1.4563 -0.2735 -0.5145
As -3.4235 2.0458 0.8528
S -3.4586 3.9505 0.1587
S -1.9689 -3.3788 5.8638
S -1.8839 -4.8256 -5.9718
S -3.4743 0.4406 -0.8161
S -4.4616 1.2597 2.4397
S -1.2682 1.2532 1.0894
F 1.0359 -1.7017 -1.9528
F 0.3357 -1.2581 0.2172
F 2.5405 -1.6777 -0.2320
F 0.9761 -3.3836 -0.3929
O 2.0072 2.2548 1.3104
O -0.2244 1.1493 -3.9457
O 5.1671 1.4724 0.8184
O -0.4852 0.4728 -1.8464
O 3.0008 1.2390 1.4646
O 1.3506 3.7915 -0.2250
N 4.0438 1.4051 0.3703
N -1.8969 -2.0749 -1.5977
N -2.0745 -1.7321 0.9812
C 2.1590 3.6088 2.0874
C -1.9339 -4.5314 -2.8392
C -1.7963 -2.1547 -2.9126
C 3.5287 1.4404 -0.8203
C -1.5394 -4.0249 -7.4359
C 1.6627 4.6139 0.9597
C -2.2142 -5.4341 0.7708
C -2.3809 -2.2464 4.6442
C 1.6347 1.3671 -2.4571
C -1.3350 -2.3424 -5.8704
C -1.2649 -2.7066 -7.2422
C -2.0202 -3.2016 -0.8699
C -2.1970 -4.1190 1.3645
C 4.4395 1.6684 -1.9293
C -2.0461 -4.4620 -1.4434
C -2.1803 -1.5357 2.2852
C 1.2482 3.4514 3.2782
C 3.9436 1.7577 -3.1653
C -1.6651 -3.3908 -5.0594
C -2.7562 -1.0506 5.1869
C 3.5968 3.7434 2.5083
C 2.0318 1.3427 -1.0077
C -2.2869 -2.5880 3.2164
C -2.2712 -3.8775 2.7445
C -2.3134 -2.2617 7.1052
C 0.3946 5.3503 1.3309
C 2.5180 1.5683 -3.4358
C 2.7389 5.5694 0.4888
C -2.7209 -1.0619 6.6086
C -2.1046 -3.0197 0.5297
C -2.1466 -5.6005 -0.5668
C 0.2533 1.0406 -2.8633
C -1.8063 -3.3846 -3.5936
B 1.6038 2.5052 -0.0812
B 1.2917 -2.0779 -0.6430
H -0.4382 4.6773 1.5227
H -2.1991 -2.5512 8.1364
H 1.2786 4.3689 3.8651
H -1.6947 -1.2208 -3.4474
H -1.9362 -5.5039 -3.3181
H 0.1123 5.9985 0.5033
H 3.8678 2.9388 3.1883
H 0.5600 5.9728 2.2105
H -2.2866 -6.2919 1.4260
H -1.0179 -2.0227 -8.0391
H -2.3339 -4.7164 3.4281
H -1.1391 -1.3396 -5.5176
H -2.9990 -0.2224 7.2270
H -2.1613 -6.5919 -0.9992
H 2.1734 1.5437 -4.4607
H 4.6102 1.9337 -3.9978
H 0.2182 3.2471 3.0030
H -3.0966 -0.2073 4.6007
H -2.1964 -0.5133 2.6255
H 3.6876 4.6892 3.0428
H 4.2986 3.7412 1.6783
H 3.0460 6.2355 1.2947
H 1.6124 2.6350 3.9011
H -1.5605 -4.5703 -8.3647
H 3.6162 5.0475 0.1094
H 2.3301 6.1756 -0.3175
H 1.7067 0.4063 -0.5319
H 5.4941 1.7561 -1.7135
```

Results
molar mass: 1025.54 g/mol
net charge: +1
HOMO-LUMO gap (spin up / spin down): 5.4 / 5.4 eV
E_HOMO (spin up / spin down): -10.557 / -10.557 eV

***

ORCA calculation (ωB97M-V/def2-TZVPD) on a molecular structure, C3H3O2Yb in a non-equilibrium geometry.

The geometry in XYZ format:
```
9
C3H3O2Yb, DFT ωB97M-V/def2-TZVPD
Yb 2.9200 0.6318 -1.1558
O 2.5122 -1.3840 0.5832
O 0.3916 -0.7557 0.4964
C 1.6078 -0.6108 0.8857
C -0.5850 0.4564 0.0436
C -1.8046 0.2150 -0.4343
H -2.6474 0.8184 -0.0913
H -0.3943 1.3044 0.7089
H -2.0003 -0.6754 -1.0364
```

Results
molar mass: 244.09 g/mol
net charge: +1
HOMO-LUMO gap (spin up / spin down): 5.3 / 5.3 eV
E_HOMO (spin up / spin down): -11.187 / -11.190 eV